Record 1
10
Properties=species:S:1:pos:R:3:forces:R:3:lowdin_charge:R:1 method="wB97M-V/def2-TZVPD" energy_ha=-1063.01285 e_homo_ev=-3.5 relative_energy_kcal_mol=20.5 total_charge=-1 smiles="O=C([O-])S/C=C/S" gap_ev=6.74 fmax_ev_per_a=4.38
O -0.3598 2.6741 1.4832 0.89 0.01 -0.84 -0.02
C 0.4472 2.2338 0.6968 -1.78 -0.38 0.99 -0.79
O 1.5678 1.9396 0.4647 1.16 0.21 0.03 0.01
S -0.7279 1.4249 -1.0328 -0.12 0.42 -0.58 0.63
C -0.4541 -0.2740 -1.0612 -0.87 -1.05 0.95 -0.71
C 0.1616 -0.9978 -0.0594 0.11 1.69 -1.11 -0.65
S 0.1161 -2.7455 -0.1787 2.44 0.36 -3.54 0.67
H -1.0998 -0.7843 -1.8761 1.40 0.48 1.44 0.06
H 0.8229 -0.4757 0.7025 -1.05 -0.86 -1.04 0.07
H -0.4741 -2.9950 0.8609 -2.17 -0.89 3.69 -0.26

---

Record 2
9
Properties=species:S:1:pos:R:3:forces:R:3:lowdin_spin:R:1 method="wB97M-V/def2-TZVPD" energy_ha=-924.22878 e_homo_ev="-12.1 / -12.1" spin_multiplicity=7 relative_energy_kcal_mol=14.1 total_charge=+1 gap_ev="7.26 / 7.38" fmax_ev_per_a=1.79
O -0.5248 0.9780 0.2585 -0.22 0.47 -0.06 -0.01
C 1.1493 -0.7880 0.1635 -0.70 -0.69 -1.49 0.00
C -1.4735 -0.0752 -0.1210 -0.47 -0.41 0.19 0.00
C -0.1326 -0.4139 0.2413 0.82 -0.29 0.00 0.00
H 1.4493 -1.8036 -0.1323 -0.32 0.23 0.66 0.00
H -1.7616 -0.0461 -1.1748 0.08 -0.04 0.30 0.00
H -2.2877 -0.1830 0.5989 0.23 0.01 -0.22 0.00
O 2.0987 0.1358 0.1284 0.35 0.18 0.56 -0.03
Sm 1.4831 2.1960 0.0374 0.24 0.54 0.06 6.04

---

Record 3
9
Properties=species:S:1:pos:R:3:forces:R:3:lowdin_spin:R:1 method="wB97M-V/def2-TZVPD" energy_ha=-480.02159 e_homo_ev="-16.6 / -19.3" spin_multiplicity=2 relative_energy_kcal_mol=21.7 total_charge=+2 gap_ev="5.74 / 8.42" fmax_ev_per_a=7.59
O -0.2800 -0.2995 -0.5583 -0.26 0.63 -0.89 0.20
C -0.6106 -1.4601 -0.5503 3.57 4.36 5.08 0.47
O -1.1533 -2.3172 -1.1663 -2.03 -1.98 -3.16 0.16
Sn -1.7439 -4.1710 -1.2802 -0.72 -1.77 -0.44 0.14
C 0.5385 0.8363 0.7454 0.41 -0.01 1.14 0.02
C 0.7910 2.0685 0.4557 -0.72 -0.82 -1.18 0.00
H 0.6415 0.1496 1.5846 -0.30 -0.20 -0.69 0.00
H 1.2341 2.6510 1.2759 -0.07 -0.23 -0.12 0.00
H 0.5827 2.5424 -0.5065 0.11 0.01 0.29 0.00

---

Record 4
9
Properties=species:S:1:pos:R:3:forces:R:3:lowdin_charge:R:1 method="wB97M-V/def2-TZVPD" energy_ha=-341.78447 e_homo_ev=-3.0 relative_energy_kcal_mol=74.9 total_charge=-1 gap_ev=6.77 fmax_ev_per_a=3.78
C 0.1431 0.0745 -0.4644 1.49 1.33 0.10 -0.13
C 1.1945 -0.4095 0.2215 0.69 1.29 -0.71 -0.41
C -2.6649 -0.0705 0.2890 -0.86 -1.04 -0.87 -0.56
O -3.0186 -1.0659 -0.1734 0.59 -2.22 -1.01 0.13
O -2.8345 0.9317 0.8049 0.81 3.28 1.69 0.15
O 2.6522 -0.1065 -0.0108 -1.08 0.55 -0.35 -0.22
H 0.6121 0.9504 -1.1578 -0.97 -1.77 0.68 -0.02
H 1.2436 -0.9144 1.1751 -0.43 -0.69 -0.10 0.03
H 2.6726 0.6103 -0.6841 -0.24 -0.73 0.55 0.03